w | Computed, not measured: a 3-piece molecular cluster, CH6O3 overall, with wB97M-V/def2-TZVPD.

## Properties
SMILES = C=O.O.O
LUMO = -0.47 eV
Gap between HOMO and LUMO = 10.77 eV

Cartesian coordinates (Å):
O -0.3060 0.1055 0.0425
C 0.9252 -0.0345 -0.0518
H 1.4571 0.1303 -0.9538
H 1.4833 -0.6527 0.6480
H 0.4480 1.4921 0.9943
H 1.4464 2.4040 1.7808
O 0.6216 2.3594 1.2833
H -2.6764 -1.8275 -1.6925
H -1.4902 -1.6293 -0.7848
O -1.9090 -2.3471 -1.2659

x | Computed, not measured: a 3-piece molecular cluster, CH6O3 overall, with wB97M-V/def2-TZVPD.

## Properties
SMILES = C=O.O.O
LUMO = 0.67 eV
Gap between HOMO and LUMO = 11.18 eV

Cartesian coordinates (Å):
O 0.1384 -0.2133 -0.4347
C 1.2638 -0.5506 -0.1302
H 2.0337 0.2352 -0.1181
H 1.3898 -1.6182 0.0674
H -0.8977 -0.8473 1.8350
H -0.4729 -2.2153 2.4221
O -0.1271 -1.3559 2.1568
H -0.6387 1.2951 -1.2844
H -1.1823 1.9530 -2.5901
O -0.9854 2.1309 -1.6497

Most stable pick: x. Distance to second place: 65.3 kJ/mol.

w | Computed, not measured: one molecule with the formula C2H6SSi, with wB97M-V/def2-TZVPD.

## Properties
SMILES = C=C[SiH2]S
LUMO = 0.15 eV
Gap between HOMO and LUMO = 9.24 eV

Cartesian coordinates (Å):
C -1.5309 0.9306 -0.2342
C -0.6777 0.3674 0.5781
Si 0.4263 -0.9876 0.0750
S 2.5616 0.3708 -0.0091
H -2.3059 1.6324 0.0955
H -1.5157 0.9768 -1.3739
H -0.7636 0.5681 1.6744
H 0.0254 -1.6710 -1.1776
H 0.3239 -2.0398 1.2766
H 3.4567 -0.1478 -0.9048

x | Computed, not measured: one molecule with the formula C2H6SSi, with wB97M-V/def2-TZVPD.

## Properties
SMILES = CC([SiH3])=S
LUMO = -0.78 eV
Gap between HOMO and LUMO = 7.88 eV

Cartesian coordinates (Å):
C -0.2006 -0.5831 0.3007
C -0.7056 0.5306 1.2097
Si 0.5173 -0.2364 -1.4204
S 0.2568 -2.0581 0.9635
H -1.4280 1.0596 0.6147
H 0.0886 1.2231 1.5199
H -1.1713 0.0029 2.0514
H 1.9537 -0.4960 -0.9931
H 0.3294 -0.8116 -2.7255
H 0.3598 1.3690 -1.5209

Most stable pick: w. Distance to second place: 43.7 kJ/mol.

w | Computed, not measured: one molecule with the formula CH3N3S, with wB97M-V/def2-TZVPD.

## Properties
LUMO (spin up / spin down) = -0.22 / -0.38 eV
Gap between HOMO and LUMO (spin up / spin down) = 8.21 / 7.64 eV

Cartesian coordinates (Å):
C -1.5252 -0.7319 0.3929
N 1.4076 1.0862 0.0975
N 0.2064 0.6638 -0.4801
N -1.3849 -1.8088 -0.1596
S -1.1507 0.9219 0.1976
H 1.2402 1.2936 1.0139
H 2.2067 0.4814 0.0042
H -1.0002 -1.9061 -1.0664

x | Computed, not measured: a 2-piece molecular cluster, CH3N3S overall, with wB97M-V/def2-TZVPD.

## Properties
SMILES = N#[N+][S-].C=N
LUMO = -0.04 eV
Gap between HOMO and LUMO = 9.56 eV

Cartesian coordinates (Å):
C 1.0063 -0.2364 0.4764
N -0.8318 0.8455 -0.0096
N -1.9159 0.4533 -0.1457
N 1.0571 -0.6054 -0.7265
S -3.2816 -0.2115 -0.3307
H 1.5607 0.6761 0.8622
H 0.8607 -1.0615 1.1826
H 1.5445 0.1399 -1.3087

Most stable pick: x. Distance to second place: 176.8 kJ/mol.

w | Computed, not measured: a 2-piece molecular cluster, C5H9O5 overall, with wB97M-V/def2-TZVPD.

## Properties
LUMO (spin up / spin down) = 0.76 / -1.67 eV
Gap between HOMO and LUMO (spin up / spin down) = 7.55 / 8.08 eV
Multiplicity = 4

Cartesian coordinates (Å):
O 3.3361 -3.7703 -0.6384
O 2.7194 -4.8503 -0.7511
H 2.1376 -2.0046 -0.2383
O 1.2539 -1.6864 0.0951
C 0.7767 -0.6703 -0.5817
C -0.5964 -0.2733 -0.3084
C -0.6647 1.1478 0.2208
C -1.2279 1.3963 1.6192
O 0.2078 1.3697 1.3376
C -0.8150 2.2226 -0.7842
O -1.1338 -1.1387 0.7282
H 1.4179 -0.0956 -1.2359
H -1.1977 -0.3130 -1.2372
H -1.6092 2.4092 1.7976
H -1.6096 0.5418 2.1889
H -1.6999 2.0307 -1.4200
H -0.9675 3.1835 -0.2856
H 0.0706 2.2728 -1.4316
H -0.3984 -1.7719 0.9248

x | Computed, not measured: C5H9O5 as an isolated structure, with wB97M-V/def2-TZVPD.

## Properties
LUMO (spin up / spin down) = 0.92 / -3.51 eV
Gap between HOMO and LUMO (spin up / spin down) = 6.61 / 6.24 eV
Multiplicity = 4

Cartesian coordinates (Å):
O 2.0450 3.4044 -0.5416
O 3.1758 3.8434 -0.1483
H 1.7762 2.2940 -0.6474
O 1.3802 1.1538 -0.8154
C 0.1526 0.8865 -0.7430
C -0.2807 -0.5084 -0.4114
C -1.1969 -1.1730 -1.4436
C -0.9063 -0.3784 0.9780
C -0.3241 -1.0074 2.2397
O -0.0938 0.3948 1.9086
O 0.9845 -1.2345 -0.2812
H -0.6944 1.6093 -0.9235
H -2.1253 -0.6085 -1.6180
H -0.6887 -1.2809 -2.4123
H -1.5348 -2.1841 -1.1402
H -1.9859 -0.1533 0.9727
H -1.0123 -1.1836 3.0687
H 0.5300 -1.6847 2.1427
H 0.7987 -2.1894 -0.1844

Most stable pick: w. Distance to second place: 215.7 kJ/mol.